The following is a DFT calculation (ωB97M-V with the def2-TZVPD basis set) of a cluster of 15 separate species, C42H122N8O20 in total in a non-equilibrium geometry.

Geometry as XYZ:
```
192
Properties=species:S:1:pos:R:3:lowdin_charge:R:1
O 5.47 -0.15 0.76 -0.05
H 5.80 0.02 -0.12 0.06
H 6.24 -0.06 1.32 0.05
O -1.41 -6.31 1.04 -0.07
H -1.49 -6.21 1.99 -0.03
H -1.04 -7.18 0.92 0.02
O 5.12 5.67 -1.18 -0.06
H 5.63 4.89 -0.97 -0.04
H 5.05 5.67 -2.14 0.03
O -0.55 3.54 0.66 -0.08
H -0.25 3.89 1.51 -0.04
H 0.23 3.14 0.28 -0.05
O 6.54 3.49 -0.47 -0.03
H 6.93 3.56 0.40 0.05
H 7.23 3.10 -1.01 0.06
O -3.37 -0.81 -1.30 -0.05
H -3.67 -1.11 -0.44 -0.02
H -2.43 -0.99 -1.29 0.00
O 3.30 -1.96 1.68 -0.05
H 3.92 -1.29 1.38 -0.02
H 2.45 -1.53 1.67 -0.01
C 3.69 1.85 5.04 -0.05
C 4.27 1.71 3.67 -0.40
C 5.25 2.78 3.12 -0.19
O 4.68 4.02 3.49 -0.20
C 5.26 5.11 2.75 -0.08
N 4.83 0.34 3.48 0.06
H 4.51 1.77 5.76 0.09
H 2.87 1.18 5.26 0.08
H 3.22 2.82 5.23 0.05
H 3.44 1.80 2.96 0.12
H 5.39 2.63 2.05 0.09
H 6.25 2.77 3.55 0.13
H 5.21 4.88 1.69 0.06
H 6.29 5.38 2.98 0.09
H 4.73 6.05 2.91 0.09
H 4.16 -0.41 3.38 0.05
H 5.15 0.26 2.53 -0.01
C -6.16 0.50 0.72 -0.05
C -5.51 0.16 2.08 -0.42
C -4.05 -0.31 1.93 -0.15
O -4.06 -1.63 1.26 -0.23
C -4.51 -2.70 2.08 -0.10
N -5.47 1.44 2.79 0.03
H -6.32 -0.33 0.04 0.07
H -5.47 1.14 0.17 0.09
H -7.16 0.92 0.80 0.07
H -6.04 -0.59 2.65 0.13
H -3.54 -0.31 2.90 0.12
H -3.42 0.41 1.40 0.12
H -4.01 -2.94 3.02 0.08
H -4.31 -3.49 1.36 0.10
H -5.58 -2.68 2.27 0.09
H -6.40 1.84 2.79 0.08
H -4.83 1.97 2.22 0.06
C 0.05 1.40 -5.00 -0.05
C -0.69 0.21 -4.31 -0.44
C -1.40 -0.69 -5.27 -0.17
O -2.39 0.24 -5.89 -0.18
C -3.40 -0.45 -6.56 -0.14
N 0.20 -0.49 -3.38 0.06
H -0.69 2.04 -5.48 0.06
H 0.78 1.15 -5.77 0.08
H 0.51 2.03 -4.24 0.06
H -1.45 0.61 -3.64 0.14
H -1.83 -1.48 -4.66 0.12
H -0.64 -1.11 -5.92 0.13
H -3.95 0.20 -7.24 0.08
H -4.20 -0.86 -5.95 0.08
H -2.96 -1.30 -7.08 0.08
H -0.38 -1.03 -2.75 0.04
H 0.65 -1.22 -3.90 0.07
C 1.09 -2.88 4.31 -0.09
O -0.24 -3.29 4.57 -0.20
C -0.49 -4.68 4.36 -0.23
C -1.97 -4.93 4.33 -0.16
N -2.27 -6.26 3.77 -0.07
C -3.65 -6.46 3.42 -0.19
C -4.54 -6.65 4.66 -0.27
O -4.10 -7.63 5.52 -0.19
C -5.02 -8.03 6.53 -0.08
H 1.26 -3.01 3.24 0.07
H 1.81 -3.48 4.87 0.09
H 1.17 -1.86 4.69 0.09
H 0.10 -5.27 5.07 0.12
H 0.02 -5.02 3.46 0.12
H -2.36 -4.13 3.70 0.10
H -2.43 -4.84 5.32 0.12
H -2.09 -7.06 4.37 0.12
H -3.93 -7.25 2.73 0.12
H -3.99 -5.59 2.85 0.11
H -5.55 -6.92 4.37 0.12
H -4.66 -5.71 5.19 0.12
H -5.23 -7.17 7.17 0.09
H -4.61 -8.84 7.12 0.09
H -5.97 -8.37 6.11 0.08
C -0.98 -3.49 -1.12 -0.06
O -0.83 -2.19 -0.52 -0.21
C -0.63 -2.27 0.86 -0.23
C -0.56 -0.91 1.52 -0.20
N 0.68 -0.14 1.41 -0.02
C 0.96 0.16 -0.01 -0.16
C 2.10 1.24 -0.25 -0.16
O 1.66 2.55 0.12 -0.24
C 2.69 3.52 -0.22 -0.06
H -1.28 -3.36 -2.16 0.09
H -1.78 -3.98 -0.58 0.08
H -0.13 -4.17 -1.04 0.05
H 0.15 -2.88 1.31 0.12
H -1.53 -2.61 1.37 0.11
H -0.82 -1.04 2.57 0.12
H -1.46 -0.39 1.18 0.10
H 0.49 0.79 1.77 0.09
H 0.12 0.60 -0.54 0.12
H 1.21 -0.75 -0.56 0.10
H 2.27 1.31 -1.32 0.12
H 3.04 1.08 0.27 0.10
H 2.86 3.70 -1.28 0.07
H 3.64 3.33 0.27 0.07
H 2.34 4.50 0.12 0.10
C -0.90 9.68 -9.68 -0.13
O -0.66 8.38 -9.19 -0.21
C 0.49 7.74 -9.81 -0.19
C 0.71 6.35 -9.09 -0.21
N 0.87 6.52 -7.63 -0.04
C 0.82 5.13 -6.98 -0.18
C 0.58 5.08 -5.49 -0.22
O 1.72 5.72 -4.89 -0.19
C 1.75 5.56 -3.46 -0.10
H -1.37 9.65 -10.67 0.08
H -0.04 10.35 -9.70 0.08
H -1.63 10.10 -8.99 0.09
H 1.37 8.36 -9.69 0.11
H 0.24 7.56 -10.86 0.11
H 1.59 5.92 -9.56 0.11
H -0.19 5.81 -9.38 0.10
H 0.29 7.25 -7.24 0.10
H 1.71 4.58 -7.25 0.12
H -0.11 4.63 -7.26 0.11
H 0.48 4.03 -5.19 0.09
H -0.33 5.60 -5.18 0.13
H 2.01 4.54 -3.18 0.07
H 0.76 5.80 -3.09 0.09
H 2.37 6.28 -2.92 0.08
C 1.03 7.07 6.39 -0.09
O 0.65 6.28 5.26 -0.19
C 1.54 5.22 4.94 -0.23
C 1.34 4.57 3.54 -0.14
N -0.04 4.04 3.34 -0.06
C -0.43 2.86 4.14 -0.17
C -1.98 2.66 4.14 -0.20
O -2.58 3.77 4.78 -0.19
C -3.96 3.63 4.90 -0.13
H 0.26 7.84 6.54 0.08
H 1.90 7.70 6.24 0.08
H 1.15 6.43 7.27 0.09
H 1.42 4.48 5.73 0.11
H 2.57 5.56 4.98 0.11
H 2.14 3.84 3.44 0.09
H 1.56 5.28 2.75 0.12
H -0.70 4.64 3.82 0.10
H -0.19 2.96 5.20 0.11
H 0.11 1.99 3.75 0.10
H -2.27 1.72 4.60 0.12
H -2.38 2.74 3.13 0.11
H -4.49 3.52 3.96 0.06
H -4.31 4.54 5.40 0.09
H -4.24 2.83 5.58 0.09
C -1.33 -9.37 -5.53 -0.12
O -0.49 -8.62 -4.68 -0.18
C -0.66 -8.97 -3.32 -0.21
C -0.21 -7.93 -2.23 -0.21
N 1.21 -7.70 -2.14 -0.07
C 1.57 -6.63 -1.18 -0.19
C 3.08 -6.35 -1.34 -0.20
O 3.39 -5.17 -0.58 -0.19
C 3.20 -3.88 -1.21 -0.08
H -0.96 -10.39 -5.59 0.09
H -1.10 -8.90 -6.50 0.09
H -2.40 -9.28 -5.35 0.09
H -0.15 -9.90 -3.06 0.11
H -1.71 -9.16 -3.11 0.11
H -0.67 -8.15 -1.27 0.10
H -0.76 -7.00 -2.39 0.12
H 1.72 -8.51 -1.83 0.11
H 1.33 -7.04 -0.20 0.11
H 0.92 -5.77 -1.32 0.09
H 3.44 -6.39 -2.36 0.12
H 3.60 -7.21 -0.92 0.11
H 3.85 -3.17 -0.71 0.08
H 2.14 -3.66 -1.24 0.06
H 3.46 -3.88 -2.27 0.08
```

The calculation puts the energy above the lowest of the compared OMol25 structures with the same formula, charge and spin at 126.9 kcal per mole. The value obtained for the total energy is -3615.83946 a.u. The calculation puts the orbital gap at 8.0 eV. The value obtained for the LUMO energy is -0.3 eV.